# 1
This record from OMol25 describes C40H45CoN3O5P2SSi2 as an isolated structure. The level of theory is ωB97M-V with the def2-TZVPD basis set.

Structure (ORCA input):
```
! wB97M-V def2-TZVPD RIJCOSX def2/J DEFGRID3
* xyz -1 5
Co 0.03997 0.94789 -0.85328
C -2.02857 2.76366 2.95415
Si -1.88738 2.48066 1.10801
C -3.54120 2.81662 0.31434
C -0.70535 3.80992 0.50703
N -1.41527 0.88206 0.61030
P -1.12157 -0.49878 1.36365
C 0.36097 -1.36422 1.33103
P 1.16898 -1.63254 -0.17838
N 0.54708 -0.93449 -1.48009
Si 0.71992 -1.15770 -3.20065
C -0.99852 -1.23371 -3.91381
C 1.58262 -2.76525 -3.65614
C 1.70673 0.22691 -3.97608
C 1.21035 -3.43315 -0.44043
C 0.04208 -4.05640 -0.87647
C 0.01556 -5.42461 -1.08538
C 1.16012 -6.18422 -0.87453
C 2.32662 -5.56993 -0.44640
C 2.34944 -4.19833 -0.22434
C 2.90423 -1.17402 0.12113
C 3.72180 -0.88018 -0.96476
C 5.02928 -0.46006 -0.76502
C 5.52470 -0.32584 0.52384
C 4.71284 -0.61767 1.61240
C 3.40816 -1.04349 1.41335
C -1.78209 -0.48680 3.04691
C -0.94305 -0.71105 4.12878
C -1.46106 -0.73581 5.41767
C -2.82080 -0.55337 5.62060
C -3.66532 -0.34463 4.53600
C -3.14688 -0.30959 3.25270
C -2.21533 -1.75494 0.57970
C -2.39995 -3.00667 1.16589
C -3.18202 -3.96416 0.54208
C -3.77521 -3.68405 -0.68471
C -3.59445 -2.44017 -1.27248
C -2.82447 -1.47343 -0.63644
H -1.96081 3.84359 3.11844
H -1.20818 2.29124 3.49414
H -2.96900 2.41666 3.37953
H -3.91149 3.81764 0.54960
H -4.28013 2.09159 0.66668
H -3.47059 2.71564 -0.77290
H -1.25646 4.75549 0.48161
H -0.29432 3.64498 -0.48900
H 0.12686 3.93052 1.20241
H -1.51997 -2.10998 -3.51790
H -0.97232 -1.30502 -5.00335
H -1.58023 -0.34380 -3.66197
H 1.03457 -3.65412 -3.34346
H 2.59415 -2.83858 -3.24881
H 1.66742 -2.78545 -4.74664
H 1.06984 0.83732 -4.61961
H 2.52431 -0.18144 -4.57710
H 2.13070 0.89930 -3.22755
H -0.84517 -3.46509 -1.06974
H -0.89942 -5.89634 -1.42108
H 1.14264 -7.25298 -1.04791
H 3.22289 -6.15542 -0.28489
H 3.26211 -3.72399 0.11373
H 3.33067 -0.93460 -1.97242
H 5.64747 -0.20869 -1.61737
H 6.53684 0.02556 0.68109
H 5.09055 -0.49401 2.61957
H 2.75819 -1.24930 2.25424
H 0.11384 -0.85647 3.94681
H -0.80229 -0.90206 6.26073
H -3.22615 -0.57793 6.62469
H -4.72787 -0.20710 4.69310
H -3.80556 -0.15143 2.40568
H -1.91754 -3.23128 2.11042
H -3.31738 -4.93451 1.00387
H -4.37875 -4.43510 -1.17977
H -4.05079 -2.21421 -2.22778
H -2.68918 -0.49801 -1.08901
C -1.23584 4.38363 -3.16458
S -1.41223 2.64122 -3.39925
O -0.97454 2.35700 -4.74554
O -2.78541 2.30917 -3.08044
O -0.47109 2.07075 -2.39364
H -1.77104 4.88180 -3.96935
H -0.17862 4.63383 -3.19843
H -1.66058 4.65028 -2.19995
O 2.88452 2.35537 -1.57034
C 2.70130 2.27009 -0.37380
N 1.64723 1.63541 0.25000
C 1.77195 1.75440 1.60920
O 1.02667 1.30071 2.46208
C 3.03418 2.53011 1.90276
C 3.60820 2.91005 3.09698
C 4.80057 3.62793 3.02545
C 5.37662 3.94520 1.79574
C 4.77944 3.55654 0.59807
C 3.60303 2.84371 0.68875
H 3.14752 2.65507 4.04253
H 5.28965 3.94901 3.93656
H 6.30300 4.50597 1.77586
H 5.21608 3.79402 -0.36294
*
```

## Properties
LUMO level (spin up / spin down)   2.554 / 1.815 eV
Relative energy (zero: lowest compared OMol25 entry of this formula, charge and spin)   0.0000 eV

Results of the Mulliken charge analysis, in e, for atoms 1 through 6: 1.056 -1.186 0.566 -1.067 -0.538 -0.017

=====

# 2
This record from OMol25 describes a 2-piece molecular cluster, C9H14 overall. The level of theory is ωB97M-V with the def2-TZVPD basis set.

Structure (ORCA input):
```
! wB97M-V def2-TZVPD RIJCOSX def2/J DEFGRID3
* xyz -1 2
C -0.95874 -2.77292 -0.86345
C -2.45856 -2.66217 -1.18687
H -0.75068 -2.35741 0.13083
H -0.69405 -3.81004 -0.64528
H -0.30053 -2.32752 -1.60173
H -2.64493 -3.41020 -1.96247
H -2.73882 -1.68239 -1.56641
H -3.06600 -2.86316 -0.30783
C -1.22674 1.24872 1.02485
C 2.32776 0.37311 0.10916
C 0.95228 0.34796 0.18673
C 2.93702 1.62053 0.09113
C 0.17234 1.44516 0.57961
C 2.17924 2.75856 0.36019
C 0.81564 2.69496 0.63616
H 2.86526 -0.55965 0.00911
H 0.42562 -0.59981 0.24833
H 4.00742 1.71423 -0.03859
H 2.78248 3.65762 0.29726
H -1.80632 2.17347 1.08917
H -1.18399 0.80391 2.03360
H 0.29997 3.61764 0.85847
H -1.93566 0.58941 0.51801
*
```

## Properties
LUMO level (spin up / spin down)   3.747 / 3.596 eV
Relative energy (zero: lowest compared OMol25 entry of this formula, charge and spin)   0.5346 eV

Results of the Mulliken charge analysis, in e, for atoms 1 through 6: -0.884 -1.764 0.142 0.360 0.421 0.474

=====

# 3
This record from OMol25 describes C6H13BeO4 as an isolated structure. The level of theory is ωB97M-V with the def2-TZVPD basis set.

Structure (ORCA input):
```
! wB97M-V def2-TZVPD RIJCOSX def2/J DEFGRID3
* xyz 0 2
C 2.74157 -0.30212 -0.19585
O 1.59681 0.23138 0.47183
C 1.76619 1.06970 1.54079
H 3.42153 -0.69227 0.57367
H 2.34375 -0.97356 -0.96575
H 3.33174 0.47607 -0.70016
H 0.99205 1.80596 1.75305
H 2.66126 1.64786 1.30822
H -1.59739 -0.04016 1.57122
O -0.11878 1.90233 0.63817
C -1.50733 1.92504 0.64584
C -2.02880 0.48596 0.63948
O -1.40237 -0.10703 -0.49015
C -1.44727 -1.52218 -0.63130
C -0.31581 -1.87886 -1.59511
O 0.87452 -1.27191 -1.22185
Be 0.24013 0.31798 -0.37351
H -1.94077 2.47101 -0.21920
H -1.91810 2.41133 1.55343
H -3.12497 0.41794 0.57124
H -2.43439 -1.83894 -1.00288
H -1.26768 -1.97386 0.35955
H -0.62681 -1.57790 -2.61776
H -0.23909 -2.98377 -1.61298
*
```

## Properties
LUMO level (spin up / spin down)   0.709 / 0.406 eV
Relative energy (zero: lowest compared OMol25 entry of this formula, charge and spin)   0.4433 eV

Results of the Mulliken charge analysis, in e, for atoms 1 through 6: -0.567 0.518 -0.625 0.294 0.333 0.298

=====

# 4
This record from OMol25 describes a 2-piece molecular cluster, C7H9N overall. The level of theory is ωB97M-V with the def2-TZVPD basis set.

Structure (ORCA input):
```
! wB97M-V def2-TZVPD RIJCOSX def2/J DEFGRID3
* xyz 0 1
C -1.27487 -1.56986 0.62825
C -0.43092 -1.29360 -0.34801
C -0.09102 0.29933 1.14195
C 1.30823 0.55529 0.90841
C 1.76010 1.05757 -0.33943
C 0.67309 0.99016 -1.29264
C -0.66852 0.89961 -0.88523
H -1.81789 -2.52699 0.48693
H -1.53315 -0.98711 1.51944
H -0.46060 -1.74703 -1.39397
H 0.19220 -0.47477 -0.42773
H -0.17224 -0.26868 2.16106
H 1.71022 0.63669 2.07645
H 2.67140 1.43967 -0.63136
H 0.70168 1.17186 -2.33062
H -1.53006 1.17476 -1.58483
N -1.03766 0.64310 0.31133
*
```

## Properties
LUMO level   0.803 eV
Structure (SMILES)   c1ccncc1.C=C
Relative energy (zero: lowest compared OMol25 entry of this formula, charge and spin)   7.8925 eV

Results of the Mulliken charge analysis, in e, for atoms 1 through 6: -0.534 -0.161 0.194 -0.156 -0.689 -0.429

=====

# 5
This record from OMol25 describes C15H19N3O2 as an isolated structure. The level of theory is ωB97M-V with the def2-TZVPD basis set.

Structure (ORCA input):
```
! wB97M-V def2-TZVPD RIJCOSX def2/J DEFGRID3
* xyz 0 1
C -0.91702 -2.87195 1.60487
C 0.56412 -2.25469 1.34518
C 0.86974 -1.81395 -0.11900
O 0.15048 -2.40224 -1.04975
C 1.90550 -1.18314 -0.49132
C 2.75926 -1.51482 -1.22747
C 3.81640 -0.77401 -1.44010
C 4.03193 0.61364 -1.13284
C 3.06652 1.07109 -0.19108
C 2.07124 0.20885 0.25282
O 1.02975 0.83406 1.19349
C 0.68238 2.10264 1.24500
C 0.15268 2.45663 0.00323
H 0.15237 3.80904 0.29043
H 0.72320 2.39238 -0.89375
C -1.37837 2.13861 0.01715
H -1.85645 2.17863 0.85081
H -1.79118 2.70829 -0.83076
C -1.28232 0.79181 -0.53625
N -2.77604 0.29278 -0.47970
C -3.62913 0.30522 -1.73699
N -4.87616 -0.07979 -1.16571
C -4.60300 -0.42007 0.02257
N -3.46031 -0.24387 0.61311
H -5.37693 -0.80771 0.31086
H -3.22478 0.71838 -2.61637
H -0.85277 0.30437 -1.41430
H -0.89957 0.24911 0.28867
H 1.60271 2.53580 1.74176
H 0.12790 1.98287 2.26368
H 3.26013 2.13326 0.29424
H 4.86342 1.19582 -1.38760
H 4.65845 -0.95556 -2.30816
H 2.64154 -2.51466 -1.77262
H 1.15511 -3.01938 1.66021
H 0.56352 -1.15377 2.00523
H -1.72281 -2.14137 1.12821
H -1.08422 -3.69197 1.10577
H -1.11730 -3.18036 2.55647
*
```

## Properties
LUMO level   -0.315 eV
Relative energy (zero: lowest compared OMol25 entry of this formula, charge and spin)   15.7883 eV

Results of the Mulliken charge analysis, in e, for atoms 1 through 6: -1.212 -0.436 -0.233 -0.663 1.103 0.216

=====

# 6
This record from OMol25 describes a single C22H33N5O2 molecule. The level of theory is ωB97M-V with the def2-TZVPD basis set.

Structure (ORCA input):
```
! wB97M-V def2-TZVPD RIJCOSX def2/J DEFGRID3
* xyz 0 1
C 4.94602 2.23746 -2.49342
H 4.23694 2.84168 -3.06796
O 4.31938 1.12253 -1.90670
C 3.31514 1.33689 -1.00538
C 2.85488 2.58838 -0.61975
C 1.82869 2.70032 0.30499
C 1.24676 1.57693 0.86582
C 1.70985 0.32562 0.47502
C 2.72320 0.19041 -0.45298
C 3.24461 -1.17534 -0.82629
N 4.37852 -1.51319 -0.00368
C 5.67115 -1.18365 -0.15718
N 6.37557 -1.62917 0.85709
C 5.45269 -2.23413 1.63011
N 4.23507 -2.18188 1.14473
H 5.68975 -2.71841 2.55469
H 6.04906 -0.63992 -0.99749
H 3.55988 -1.18770 -1.87229
H 2.47918 -1.93322 -0.64898
H 1.26085 -0.55516 0.90644
C 0.13230 1.66929 1.87086
N -0.97361 0.81434 1.47718
C -1.95037 0.62760 2.53171
C -2.98084 -0.40956 2.07073
N -3.63540 -0.06831 0.82339
C -4.70318 0.91675 0.95746
C -5.54439 0.98510 -0.28868
C -6.29926 -0.00102 -0.75826
C -6.42423 -1.33713 -0.09378
H -5.67142 -1.46296 0.67543
H -6.31038 -2.13195 -0.82851
H -7.41509 -1.43716 0.35074
C -7.11507 0.15768 -2.00653
H -7.03582 1.16441 -2.40880
H -8.16324 -0.05532 -1.79959
H -6.78022 -0.54859 -2.76599
H -5.51599 1.92556 -0.82392
H -4.32492 1.92608 1.18551
H -5.32520 0.60234 1.80157
C -2.66592 0.27273 -0.20844
C -1.63281 1.30139 0.28062
H -2.13189 2.27157 0.46853
H -0.87867 1.45842 -0.49369
C -1.94532 -0.97612 -0.72926
H -1.31071 -0.67747 -1.56926
H -1.29660 -1.37992 0.04694
C -2.92626 -2.05119 -1.19284
O -2.27873 -3.20223 -1.68523
H -1.68705 -2.94002 -2.39935
H -3.53361 -2.38859 -0.35328
H -3.59751 -1.63010 -1.95586
H -3.23164 0.70802 -1.03991
H -2.46916 -1.36421 1.92691
H -3.74132 -0.54370 2.84344
H -2.45664 1.57644 2.79235
H -1.44041 0.25886 3.42503
H -0.18030 2.72280 1.99381
H 0.49654 1.31204 2.83995
H 1.48612 3.68468 0.59014
H 3.28805 3.48670 -1.02987
H 5.43560 2.86414 -1.74158
H 5.69899 1.83123 -3.16740
*
```

## Properties
LUMO level   0.584 eV
Structure (SMILES)   COc1ccc(CN2CCN(CC=C(C)C)[C@H](CCO)C2)cc1Cn1cncn1
Relative energy (zero: lowest compared OMol25 entry of this formula, charge and spin)   2.5858 eV

Results of the Mulliken charge analysis, in e, for atoms 1 through 6: -1.043 0.385 -0.415 1.132 -0.832 -1.079